(1)
Molecular formula: H12O6
Method: DFT, ωB97M-V with the def2-TZVPD basis set

Atoms and positions in Å:
H  -2.41022  -0.76111  0.91587
H  -1.16712  -1.37059  0.60927
H  2.23585  -1.71937  2.43195
H  3.07441  -1.34077  1.37517
H  -0.38885  2.89624  0.01696
H  -1.09286  2.00076  1.00894
H  -2.72426  -1.90810  -2.36971
H  -3.81123  -1.94079  -1.49639
H  1.15692  1.07388  -3.10300
H  1.85416  -0.03705  -2.41361
H  1.99237  1.72504  0.68439
H  1.22290  1.21499  1.86077
O  -1.69503  -1.07602  1.36610
O  2.30383  -1.78241  1.47772
O  -0.77392  2.90333  0.89679
O  -2.89013  -2.17828  -1.49266
O  1.60014  0.25049  -3.30915
O  1.51305  2.04976  1.54061

Computed properties:
HOMO level: -10.361 eV
Spin multiplicity: 1
ΔE to the lowest compared entry with this formula, charge and spin: 61.0 kcal per mole
Structure (SMILES): O.O.O.O.O.O
Total charge: 0

(2)
Molecular formula: H12O6
Method: DFT, ωB97M-V with the def2-TZVPD basis set

Atoms and positions in Å:
O  0.65883  -1.81400  -2.18778
H  0.70983  -1.47400  -1.30078
H  1.66483  -2.08300  -2.38878
O  2.77283  1.27400  0.33022
H  1.77683  1.26100  0.20122
H  2.85983  1.62700  1.36322
O  0.15383  0.45300  0.24022
H  -0.30217  0.47400  -0.57178
H  -0.40717  0.88100  0.89222
O  -0.32217  -2.40500  0.71222
H  0.16883  -2.77400  1.33422
H  -0.22517  -1.53800  0.80322
O  -1.67317  0.66600  -1.83878
H  -1.16217  0.80400  -2.82678
H  -2.15317  -0.22400  -2.01578
O  -1.42917  1.78900  2.04522
H  -2.20117  1.13100  2.33622
H  -0.89017  1.95200  2.87222

Computed properties:
HOMO level: -10.443 eV
Spin multiplicity: 1
ΔE to the lowest compared entry with this formula, charge and spin: 64.5 kcal per mole
Structure (SMILES): O.O.O.O.O.O
Total charge: 0